No. 1
One molecule with the formula C4H8O. Source: OMol25; level of theory: wB97M-V/def2-TZVPD.

Last column: Löwdin charge in e.
CARTESIAN COORDINATES (ANGSTROEM)
C1 -1.5023 0.0355 -0.1051  -0.07
C2 -0.1535 0.7124 -0.1770  -0.29
C3 0.9043 0.2974 0.8232  -0.07
C4 1.0689 -0.0311 -0.6304  -0.35
O1 0.9872 -1.3277 -1.1465  -0.01
H1 -2.1473 0.5631 0.6067  0.08
H2 -1.4135 -1.0011 0.2385  0.07
H3 -2.0073 0.0190 -1.0763  0.08
H4 -0.1875 1.7652 -0.4506  0.13
H5 1.5527 1.0445 1.2729  0.10
H6 0.6223 -0.5082 1.5008  0.11
H7 1.8197 0.5432 -1.1688  0.14
H8 0.9014 -1.9568 -0.4262  0.09

Forces on the atoms, in the same order (eV/Å):
C -0.04 -0.04 -0.01
C -0.10 0.10 -0.05
C 0.09 -0.03 0.16
C 0.07 0.32 -0.05
O -0.08 -0.15 0.10
H 0.07 -0.10 -0.11
H 0.01 0.15 -0.08
H 0.10 0.02 0.11
H 0.02 -0.14 0.09
H -0.06 -0.15 -0.11
H 0.04 0.09 -0.15
H -0.16 -0.07 0.06
H 0.04 -0.01 0.03

Its net charge is 0. The molar mass is 72.1 g/mol. Its SMILES is C[C@H]1C[C@H]1O. The relative energy (zero: lowest compared OMol25 entry of this formula, charge and spin) is 1.114 eV. The value obtained for the HOMO energy is -0.34878 hartree.

No. 2
C2H7ClO as an isolated structure at a distorted geometry. Source: OMol25; level of theory: wB97M-V/def2-TZVPD.

Last column: Löwdin charge in e.
CARTESIAN COORDINATES (ANGSTROEM)
Cl1 -1.0019 -0.0504 0.2737  0.72
C1 1.7591 -0.0296 -0.0666  -0.17
C2 0.5907 -0.7868 0.5651  -0.61
H1 1.6039 -0.0122 -1.1585  0.07
H2 2.6972 -0.5693 0.1468  0.08
H3 1.8616 1.0088 0.2908  0.08
H4 0.6154 -1.8388 0.2214  0.08
H5 0.7686 -0.7855 1.6577  0.07
O1 -2.8360 1.1885 -0.9846  -0.18
H6 -3.7524 0.9091 -0.7601  0.05
H7 -2.3062 0.9663 -0.1857  -0.17

Forces on the atoms, in the same order (eV/Å):
Cl 2.05 -1.71 0.57
C -0.31 0.09 -0.65
C 1.54 -0.30 1.19
H 0.27 0.13 0.36
H -0.38 0.17 -0.06
H -0.19 -0.48 -0.07
H -0.48 0.66 0.08
H -0.43 -0.15 -0.50
O -1.42 0.00 0.55
H 0.92 0.36 -0.28
H -1.58 1.23 -1.20

Its net charge is 0. The molar mass is 82.5 g/mol. The relative energy (zero: lowest compared OMol25 entry of this formula, charge and spin) is 0.724 eV. The value obtained for the HOMO energy is -0.38873 hartree.

No. 3
C28H13CdCl7F6N4O3 as an isolated structure at a distorted geometry. Source: OMol25; level of theory: wB97M-V/def2-TZVPD.

Last column: Löwdin charge in e.
CARTESIAN COORDINATES (ANGSTROEM)
Cd1 12.1683 8.3655 10.3682  1.37
Cl1 18.9539 7.6513 12.4784  0.61
C1 17.5752 8.2385 11.6459  -0.71
C2 16.3466 7.9987 12.2168  -0.06
C3 15.1693 8.4813 11.6044  -0.24
N1 13.9278 8.2351 12.0675  0.03
C4 13.7872 8.0788 13.3935  -0.48
O1 14.6564 8.2240 14.2986  -0.05
C5 12.4501 7.6658 13.9119  -0.22
C6 12.1860 7.8166 15.2839  -0.01
C7 11.0076 7.3072 15.7701  -0.10
C8 10.1529 6.6096 14.9322  -0.09
C9 10.4946 6.5066 13.5918  -0.14
N2 11.5943 7.0857 13.0844  0.10
C10 15.3040 9.1900 10.3400  -0.21
C11 16.5787 9.4479 9.7840  -0.06
C12 17.6816 8.8555 10.3611  -0.70
Cl2 19.1704 8.8026 9.4908  0.60
N3 14.1599 9.5218 9.6824  0.03
C13 14.2310 10.1009 8.4971  -0.47
O2 15.2589 10.4126 7.8347  -0.06
C14 12.9385 10.5350 7.8327  -0.19
C15 13.0216 11.4101 6.7264  -0.01
C16 11.8438 11.7698 6.1345  -0.10
C17 10.6318 11.2941 6.6270  -0.09
C18 10.6516 10.4803 7.7431  -0.13
N4 11.8074 10.0768 8.3150  0.08
H1 16.2855 7.4995 13.1491  0.08
H2 12.9693 8.3230 15.8867  0.12
H3 10.7173 7.4079 16.8054  0.09
H4 9.2090 6.1769 15.2664  0.09
H5 9.8473 5.9944 12.8737  0.10
H6 16.7024 10.0096 8.8656  0.08
H7 13.9809 11.8056 6.4770  0.10
H8 11.8687 12.5005 5.3421  0.09
H9 9.6652 11.6332 6.2609  0.09
H10 9.7682 10.0990 8.2521  0.09
Cl3 11.4718 10.9677 12.4423  0.70
C19 10.0461 10.1634 12.0409  -0.79
C20 10.1048 9.1394 11.0864  -0.28
C21 8.9294 8.4473 10.7603  -0.79
Cl4 9.0204 7.1478 9.6585  0.67
C22 7.6872 8.8865 11.2594  -0.71
Cl5 6.2206 8.2014 10.6225  0.61
C23 7.6256 9.8953 12.2176  -0.73
Cl6 6.1055 10.4050 12.8309  0.63
C24 8.8227 10.4882 12.6846  -0.68
Cl7 8.7182 11.6850 13.9605  0.60
C25 11.7732 5.0344 7.3085  0.00
C26 12.7938 5.7266 8.2718  -0.49
O3 12.3221 6.9541 8.6465  -0.31
C27 13.0374 4.8512 9.5525  -0.53
F1 13.9924 5.3076 10.3768  0.14
F2 11.8973 4.8149 10.3071  0.09
F3 13.3160 3.5371 9.3261  0.11
C28 14.1424 5.9789 7.5026  -0.54
F4 14.9014 4.8307 7.3278  0.08
F5 14.9626 6.8096 8.0984  0.18
F6 13.9010 6.4315 6.2439  0.12
H11 10.9313 4.6860 7.9049  0.08
H12 12.2935 4.2099 6.8138  0.08
H13 11.4361 5.7785 6.5632  0.09

Forces on the atoms, in the same order (eV/Å):
Cd 0.57 0.29 0.01
Cl 0.86 -0.33 0.28
C -0.30 0.28 -1.99
C -0.54 1.15 -0.88
C 2.22 0.55 -1.82
N -1.93 -0.49 1.43
C 1.13 0.47 0.15
O -0.71 -0.03 -0.70
C -0.58 -0.11 0.22
C 0.84 0.40 -0.04
C -0.25 -0.07 0.46
C -0.37 -0.28 -0.72
C 0.09 0.59 -0.19
N -0.38 -0.72 -0.14
C 0.94 -0.55 0.79
C 0.32 -0.84 0.60
C -0.32 -0.42 2.15
Cl 0.57 0.28 -0.13
N -1.54 0.46 -0.40
C 0.94 0.61 -0.72
O -1.02 0.16 -0.13
C 0.63 -0.25 -0.09
C -0.52 -0.64 1.09
C -0.11 0.46 -0.18
C -0.60 0.05 0.57
C 0.85 -0.53 0.32
N -1.07 0.29 -0.10
H 0.02 -0.30 0.52
H -0.82 -0.47 -0.43
H 0.16 0.14 0.22
H 0.32 0.10 0.10
H 0.17 0.14 0.19
H -0.17 -0.46 0.36
H 0.38 0.01 -0.32
H -0.15 0.04 -0.32
H 0.25 -0.08 -0.22
H -0.09 0.15 -0.31
Cl 0.92 0.67 0.43
C -2.18 -0.94 -0.07
C 0.28 -0.69 0.13
C 0.08 1.85 0.92
Cl -0.05 -0.53 -0.38
C 0.32 -0.33 -0.38
Cl -0.03 0.00 0.15
C 1.08 -0.02 0.15
Cl -0.27 0.09 0.16
C 0.02 -0.06 -0.72
Cl 0.22 -0.33 -0.39
C 0.97 0.21 0.29
C -0.44 1.45 0.14
O 0.10 -0.57 0.11
C -0.56 -0.30 0.59
F -0.06 0.10 -0.58
F 0.26 0.21 -0.50
F 0.16 0.23 -0.38
C 0.20 -1.23 -0.25
F -0.61 0.05 -0.06
F -0.07 0.66 0.27
F -0.02 0.02 0.48
H -0.01 -0.05 -0.10
H -0.38 -0.18 -0.12
H 0.27 -0.36 0.53

Its net charge is -2. The molar mass is 928.0 g/mol. The relative energy (zero: lowest compared OMol25 entry of this formula, charge and spin) is 0.000 eV. The value obtained for the HOMO energy is -0.05650 hartree.